Entry from OMol25: a gas-phase ion, C15H26N (charge +1) (ωB97M-V with the def2-TZVPD basis set).

Each line ends with the Löwdin charge.
CARTESIAN COORDINATES (ANGSTROEM)
C (0.6470, -3.8427, -2.9054)  -0.100
C (-0.5757, -2.9884, -2.5305)  -0.247
C (-0.7275, -2.7014, -1.0199)  -0.214
C (-1.1664, -1.2677, -0.7716)  -0.226
C (-1.5007, -0.9627, 0.6918)  -0.198
C (-1.8777, 0.5056, 0.8660)  -0.203
C (-1.7181, 1.0878, 2.2723)  -0.185
C (-0.3167, 0.9383, 2.8814)  -0.175
C (0.5401, 2.2218, 2.8296)  -0.171
C (1.8366, 2.0074, 2.0361)  -0.108
C (1.5896, 1.8432, 0.5660)  -0.180
C (2.1548, 0.8175, -0.1887)  0.039
C (1.8648, 0.7074, -1.5387)  -0.002
C (1.0045, 1.6224, -2.1386)  -0.011
C (0.4633, 2.6325, -1.3678)  -0.007
N (0.7733, 2.7112, -0.0557)  0.155
H (0.3574, -4.8340, -3.2343)  0.069
H (1.3637, -3.9238, -2.0952)  0.061
H (1.1666, -3.3965, -3.7497)  0.063
H (-1.4846, -3.4376, -2.9131)  0.105
H (-0.4885, -2.0327, -3.0462)  0.088
H (-1.4581, -3.4009, -0.6186)  0.116
H (0.2170, -2.9142, -0.5238)  0.102
H (-0.3606, -0.6119, -1.0995)  0.077
H (-2.0592, -1.0812, -1.3667)  0.126
H (-0.6335, -1.2466, 1.2862)  0.101
H (-2.3224, -1.6073, 0.9880)  0.122
H (-1.3437, 1.1115, 0.1313)  0.083
H (-2.9298, 0.5974, 0.6014)  0.119
H (-1.9589, 2.1475, 2.2123)  0.103
H (-2.4542, 0.6477, 2.9378)  0.115
H (0.2448, 0.1325, 2.4170)  0.090
H (-0.4231, 0.6578, 3.9241)  0.115
H (0.8185, 2.5593, 3.8209)  0.118
H (-0.0729, 3.0227, 2.4156)  0.093
H (2.5775, 2.7800, 2.2279)  0.135
H (2.2684, 1.0752, 2.3834)  0.124
H (2.8101, 0.0985, 0.2684)  0.134
H (2.2953, -0.0827, -2.1310)  0.132
H (0.7338, 1.5761, -3.1783)  0.127
H (-0.2119, 3.3699, -1.7638)  0.145
H (0.3570, 3.4611, 0.4798)  0.175

The energy above the lowest of the compared OMol25 structures with the same formula, charge and spin comes out at 0.68 kcal per mole. The orbital gap comes out at 9.0 eV. As for the total energy: -641.67853 Eh. Its largest force on an atom is 0.79 eV/A. Its total charge is +1. Its structure (SMILES) is CCCCCCCCCCc1cccc[nH+]1.